Entry 1:
The following is a DFT calculation (ωB97M-V/def2-TZVPD) of a structure of composition C4H8O at a distorted geometry.

Properties
- energy relative to the best compared isomer or geometry (same formula, charge and spin) (eV) = 1.5813

```
! RIJCOSX wB97M-V def2-TZVPD def2/J DEFGRID3
* xyz 0 1
C 1.585 -0.221 0.258
C 0.363 -0.251 -0.580
C -0.688 0.855 -0.167
C -1.491 -0.355 0.274
H 1.313 -0.177 1.290
H 2.136 0.740 0.033
H 2.295 -1.065 0.032
H 0.523 -0.232 -1.716
H -0.397 1.619 0.596
H -1.024 1.469 -1.011
H -1.607 -0.494 1.443
H -2.519 -0.543 -0.222
O -0.489 -1.344 -0.231
*
```

Atom charges from the natural (NBO) analysis, given in e for atoms 1 to 2: number 1, C, carries -0.6290; number 2, C, carries 0.1137

=====

Entry 2:
The following is a DFT calculation (ωB97M-V/def2-TZVPD) of a structure of composition C4H8.

Properties
- energy relative to the best compared isomer or geometry (same formula, charge and spin) (eV) = 4.7599

```
! RIJCOSX wB97M-V def2-TZVPD def2/J DEFGRID3
* xyz 0 1
C -0.596 -1.362 0.239
C -0.334 0.642 0.568
C 0.584 1.365 -0.252
C 0.346 -0.648 -0.559
H -1.618 -1.484 -0.091
H -0.291 -1.845 1.157
H -1.393 0.843 0.430
H -0.063 0.485 1.609
H 0.248 1.856 -1.154
H 1.613 1.495 0.051
H 0.104 -0.499 -1.609
H 1.401 -0.850 -0.390
*
```

Atom charges from the natural (NBO) analysis, given in e for atoms 1 to 2: number 1, C, carries -0.6287; number 2, C, carries -0.2221

=====

Entry 3:
The following is a DFT calculation (ωB97M-V/def2-TZVPD) of a cluster of 2 separate species, F2H2O2Si in total at a distorted geometry.

Properties
- structure (SMILES) = O=[Si](F)F.O
- energy relative to the best compared isomer or geometry (same formula, charge and spin) (eV) = 3.6329

```
! RIJCOSX wB97M-V def2-TZVPD def2/J DEFGRID3
* xyz 0 1
O 2.592 -1.240 -1.432
Si 2.888 -0.191 -0.408
F 2.929 1.439 -0.486
F 3.265 -0.471 1.099
O -0.224 0.202 1.156
H -0.907 -0.325 1.325
H -0.589 0.970 0.737
*
```

Atom charges from the natural (NBO) analysis, given in e for atoms 1 to 2: number 1, O, carries -1.1781; number 2, Si, carries 2.4494

=====

Entry 4:
The following is a DFT calculation (ωB97M-V/def2-TZVPD) of a structure of composition C8H32BNOOsP2S at a distorted geometry.

Properties
- E (eV) = -44871.30647

```
! RIJCOSX wB97M-V def2-TZVPD def2/J DEFGRID3
* xyz 3 6
Os -0.446 0.213 -0.143
H -1.471 -0.562 -3.021
H 0.309 -0.945 -1.593
P 0.557 2.020 -0.945
P -1.757 -1.266 0.824
C -3.349 -0.671 1.462
H -3.919 -1.524 1.849
H -3.159 0.048 2.268
H -3.907 -0.179 0.659
C -2.214 -2.643 -0.291
H -1.332 -3.245 -0.546
H -2.935 -3.272 0.244
H -2.667 -2.255 -1.212
C -1.158 -2.224 2.267
H -0.946 -1.566 3.116
H -1.959 -2.919 2.555
H -0.260 -2.803 2.024
C 0.078 2.449 -2.652
H 0.623 3.362 -2.929
H 0.320 1.637 -3.349
H -1.001 2.636 -2.678
C 0.390 3.618 -0.084
H 0.834 3.558 0.917
H 0.914 4.380 -0.678
H -0.671 3.878 0.004
C 2.385 1.985 -1.131
H 2.694 1.155 -1.773
H 2.684 2.936 -1.595
H 2.880 1.875 -0.161
H 1.440 -1.261 -2.799
H 0.632 -2.503 -2.146
H -1.167 -2.416 -3.687
H -0.161 -0.842 -4.499
B -0.663 -1.332 -3.515
N 0.511 -1.529 -2.456
H -1.623 0.445 -1.233
H -1.117 1.261 0.912
C 2.370 -1.402 3.092
S 1.608 -0.443 1.708
C 1.596 1.170 2.526
O 2.667 -0.468 0.624
H 3.417 -1.070 3.194
H 2.366 -2.471 2.854
H 1.794 -1.217 4.007
H 1.981 1.058 3.547
H 2.265 1.793 1.928
H 0.567 1.552 2.532
*
```

Atom charges from the natural (NBO) analysis, given in e for atoms 1 to 2: number 1, Os, carries 0.2505; number 2, H, carries 0.0089

=====

Entry 5:
The following is a DFT calculation (ωB97M-V/def2-TZVPD) of a structure of composition C34H36Cl2I2N3O3SiZr at a distorted geometry.

Properties
- energy relative to the best compared isomer or geometry (same formula, charge and spin) (eV) = 0.9845

```
! RIJCOSX wB97M-V def2-TZVPD def2/J DEFGRID3
* xyz 1 1
Zr -0.063 -0.174 0.916
I -0.549 4.413 6.773
C -0.176 2.912 5.334
C -0.633 1.618 5.536
C -0.306 0.668 4.598
I -1.054 -1.294 4.659
C 0.441 0.934 3.445
O 0.744 -0.055 2.628
C 0.772 2.285 3.204
C 1.300 2.682 1.850
N 0.350 2.230 0.821
C -0.922 2.950 0.834
C -1.820 2.353 -0.220
C -3.012 2.977 -0.575
C -3.806 2.408 -1.555
C -3.362 1.246 -2.173
C -2.157 0.700 -1.768
N -1.393 1.219 -0.797
C 0.491 3.242 4.165
H -1.238 1.359 6.390
H 1.454 3.771 1.803
H 2.250 2.176 1.644
H 0.771 2.395 -0.100
H -1.392 2.856 1.823
H -0.802 4.029 0.631
H -3.303 3.899 -0.093
H -4.734 2.878 -1.846
H -3.943 0.781 -2.954
H -1.764 -0.175 -2.275
H 0.792 4.263 3.988
C 1.913 0.016 -0.168
Si 3.003 -1.245 0.721
C 1.757 -2.728 0.946
N 0.356 -2.380 0.632
C -0.527 -3.250 1.439
C -0.369 -4.747 1.133
C -0.329 -5.000 -0.381
C -0.808 -3.767 -1.143
C 0.066 -2.546 -0.823
C 4.677 -1.661 -0.095
C 4.974 -2.795 -0.845
C 6.249 -3.010 -1.340
C 7.258 -2.093 -1.103
C 6.978 -0.948 -0.376
C 5.704 -0.741 0.116
C 3.543 -1.064 2.553
C 3.534 0.108 3.294
C 3.826 0.111 4.648
C 4.170 -1.066 5.288
C 4.247 -2.241 4.556
C 3.938 -2.232 3.209
H 1.782 -0.289 -1.218
H 2.446 0.973 -0.212
H 1.789 -2.970 2.010
H 2.052 -3.628 0.401
H -1.567 -2.969 1.252
H -0.298 -3.082 2.499
H -1.213 -5.262 1.591
H 0.535 -5.137 1.600
H -0.965 -5.846 -0.642
H 0.686 -5.252 -0.694
H -1.856 -3.570 -0.903
H -0.754 -3.962 -2.215
H -0.452 -1.646 -1.200
H 1.019 -2.640 -1.355
H 4.205 -3.532 -1.036
H 6.464 -3.901 -1.911
H 8.256 -2.266 -1.478
H 7.754 -0.222 -0.188
H 5.500 0.147 0.697
H 3.293 1.042 2.810
H 3.774 1.036 5.203
H 4.378 -1.069 6.346
H 4.535 -3.168 5.030
H 4.014 -3.153 2.648
Cl -4.900 -1.286 0.662
C -4.045 -0.244 1.793
Cl -4.637 1.427 1.712
C -2.560 -0.200 1.458
O -1.841 0.625 2.054
O -2.079 -0.967 0.595
H -4.210 -0.606 2.813
*
```

Atom charges from the Mulliken analysis, given in e for atoms 1 to 2: number 1, Zr, carries -0.0594; number 2, I, carries 0.1051

=====

Entry 6:
The following is a DFT calculation (ωB97M-V/def2-TZVPD) of an isolated molecule of C21H20ClN5O.

Properties
- structure (SMILES) = C=CCn1cc(-c2n[nH]c3c2CN(C(=O)C2(c4ccccc4Cl)CC2)C3)cn1
- energy relative to the best compared isomer or geometry (same formula, charge and spin) (eV) = 1.7783

```
! RIJCOSX wB97M-V def2-TZVPD def2/J DEFGRID3
* xyz 0 1
C -6.991 0.292 1.194
C -6.688 1.057 0.159
C -5.924 2.343 0.271
N -4.760 2.363 -0.596
C -3.570 1.764 -0.385
C -2.815 1.959 -1.520
C -1.451 1.511 -1.759
N -0.819 1.793 -2.894
N 0.405 1.230 -2.781
C 0.548 0.606 -1.600
C -0.610 0.757 -0.910
C -0.527 0.079 0.414
N 0.858 -0.452 0.384
C 1.261 -1.130 1.490
O 0.474 -1.272 2.418
C 2.646 -1.729 1.618
C 3.746 -1.444 0.645
C 4.595 -0.360 0.866
C 5.624 -0.050 -0.008
C 5.836 -0.841 -1.128
C 5.015 -1.931 -1.368
C 3.984 -2.219 -0.487
Cl 2.935 -3.552 -0.875
C 3.075 -1.865 3.070
C 2.650 -3.073 2.317
C 1.584 -0.181 -0.876
C -3.665 2.690 -2.376
N -4.838 2.924 -1.812
H -7.556 -0.623 1.076
H -6.687 0.559 2.200
H -6.991 0.778 -0.846
H -6.539 3.188 -0.038
H -5.601 2.509 1.299
H -3.353 1.253 0.539
H 1.055 1.323 -3.539
H -0.649 0.746 1.270
H -1.239 -0.740 0.539
H 4.430 0.249 1.747
H 6.262 0.801 0.188
H 6.641 -0.615 -1.815
H 5.163 -2.559 -2.236
H 4.129 -1.736 3.270
H 2.387 -1.469 3.802
H 1.679 -3.488 2.546
H 3.408 -3.776 2.001
H 1.834 -1.106 -1.399
H 2.501 0.384 -0.707
H -3.454 3.051 -3.369
*
```

Atom charges from the natural (NBO) analysis, given in e for atoms 1 to 2: number 1, C, carries -0.3814; number 2, C, carries -0.1854

=====

Entry 7:
The following is a DFT calculation (ωB97M-V/def2-TZVPD) of a cluster of 9 separate species, C28H78N7O11 in total at a distorted geometry.

Properties
- energy relative to the best compared isomer or geometry (same formula, charge and spin) (eV) = 0.0000

```
! RIJCOSX wB97M-V def2-TZVPD def2/J DEFGRID3
* xyz -1 1
N 0.589 0.160 0.781
O 1.096 0.789 -0.134
O 0.776 0.601 1.876
O -0.134 -0.816 0.584
C 2.264 -1.767 -3.686
C 2.260 -0.317 -4.194
C 1.385 -0.155 -5.478
O 1.834 1.068 -6.019
C 1.436 1.341 -7.349
N 1.690 0.491 -3.131
H 2.502 -1.847 -2.625
H 3.052 -2.392 -4.105
H 1.298 -2.260 -3.796
H 3.317 -0.098 -4.345
H 0.327 -0.240 -5.233
H 1.554 -0.958 -6.194
H 1.420 0.480 -8.017
H 1.984 2.178 -7.782
H 0.419 1.728 -7.300
H 0.897 -0.061 -2.834
H 1.170 1.217 -3.603
C 1.083 4.717 -6.020
C 1.242 4.083 -4.649
C 0.031 3.330 -4.204
O 0.216 2.908 -2.851
C -0.954 2.232 -2.362
N 2.456 3.263 -4.502
H 0.382 5.537 -6.174
H 0.798 3.966 -6.756
H 2.024 5.077 -6.437
H 1.380 4.892 -3.931
H -0.083 2.383 -4.732
H -0.873 3.934 -4.285
H -1.035 1.207 -2.725
H -1.834 2.798 -2.668
H -0.964 2.080 -1.283
H 2.303 2.457 -5.092
H 3.184 3.695 -5.052
C 3.557 2.106 3.811
C 3.965 2.729 2.403
C 5.052 1.894 1.775
O 5.336 2.400 0.436
C 6.640 2.045 -0.017
N 2.820 2.793 1.599
H 2.586 2.431 4.184
H 4.295 2.214 4.605
H 3.430 1.032 3.679
H 4.404 3.712 2.571
H 4.806 0.833 1.741
H 5.991 2.000 2.319
H 7.470 2.526 0.500
H 6.798 2.178 -1.088
H 6.773 0.972 0.118
H 2.264 1.954 1.685
H 2.302 3.502 2.098
C 0.577 -6.455 3.148
C -0.052 -5.068 2.821
C 0.995 -3.958 2.568
O 1.500 -3.443 3.786
C 2.175 -2.192 3.702
N -0.839 -5.298 1.621
H 1.007 -6.298 4.137
H 1.425 -6.704 2.510
H -0.160 -7.256 3.207
H -0.691 -4.852 3.677
H 0.481 -3.182 2.001
H 1.839 -4.056 1.884
H 1.562 -1.530 3.090
H 3.105 -2.385 3.168
H 2.292 -1.643 4.636
H -1.266 -6.209 1.708
H -0.177 -5.370 0.861
C -5.518 2.153 -2.036
C -4.928 0.788 -1.671
C -4.285 0.648 -0.270
O -3.357 1.795 -0.143
C -2.520 1.638 0.944
N -5.873 -0.267 -1.938
H -4.743 2.894 -1.841
H -6.391 2.410 -1.437
H -5.954 2.089 -3.032
H -4.112 0.699 -2.388
H -3.866 -0.336 -0.059
H -5.044 0.717 0.510
H -1.733 2.359 0.725
H -2.045 0.674 1.126
H -3.008 1.945 1.868
H -5.768 -0.476 -2.920
H -5.444 -1.112 -1.589
C -4.179 -2.418 3.234
C -2.805 -1.870 2.894
C -1.777 -2.108 4.026
O -2.076 -1.376 5.137
C -1.151 -1.792 6.164
N -2.343 -2.525 1.636
H -4.526 -2.121 4.223
H -4.183 -3.508 3.248
H -4.860 -2.171 2.420
H -2.883 -0.793 2.749
H -0.794 -1.863 3.624
H -1.767 -3.153 4.335
H -0.123 -1.684 5.817
H -1.233 -2.821 6.513
H -1.187 -1.164 7.054
H -1.532 -2.034 1.290
H -1.971 -3.428 1.893
C -1.883 -2.651 -3.294
C -1.668 -1.721 -2.112
O -0.340 -1.269 -2.126
H -1.524 -2.202 -4.220
H -2.932 -2.922 -3.411
H -1.184 -3.475 -3.145
H -1.865 -2.275 -1.194
H -2.434 -0.948 -2.165
H -0.151 -1.014 -1.220
C -0.746 2.303 6.138
C -0.460 1.612 4.756
O -0.325 2.443 3.691
H -0.779 1.517 6.892
H -1.682 2.834 5.963
H 0.074 2.987 6.357
H -1.316 0.982 4.516
H 0.457 1.029 4.839
H -0.012 1.864 2.992
*
```

Atom charges from the Mulliken analysis, given in e for atoms 1 to 2: number 1, N, carries 0.9224; number 2, O, carries -0.6470

=====

Entry 8:
The following is a DFT calculation (ωB97M-V/def2-TZVPD) of a structure of composition C42H41BF10GaN4O2P2Si.

Properties
- energy relative to the best compared isomer or geometry (same formula, charge and spin) (eV) = 0.1013

```
! RIJCOSX wB97M-V def2-TZVPD def2/J DEFGRID3
* xyz 1 1
Ga 0.467 -0.775 0.368
C 0.588 -2.254 4.835
Si 0.156 -0.898 3.636
C 1.510 0.406 3.629
C -1.429 -0.036 4.143
N 0.076 -1.551 2.020
C -0.434 -2.864 1.846
C -1.664 -3.298 2.345
C -2.123 -4.588 2.118
C -1.363 -5.487 1.381
C -0.133 -5.090 0.880
C 0.296 -3.807 1.127
F 1.511 -3.424 0.624
H 0.771 -1.841 5.830
H 1.496 -2.773 4.518
H -0.205 -2.998 4.926
H 1.279 1.181 4.364
H 1.606 0.905 2.660
H 2.487 -0.009 3.889
H -1.342 0.304 5.179
H -2.319 -0.665 4.077
H -1.608 0.851 3.525
H -2.265 -2.600 2.912
H -3.081 -4.891 2.520
H -1.718 -6.492 1.200
H 0.497 -5.760 0.308
O -1.274 -2.477 -1.599
B -0.088 -1.802 -1.364
O 0.667 -1.694 -2.529
C -0.107 -2.276 -3.519
C 0.151 -2.366 -4.868
C -0.837 -2.969 -5.643
C -2.013 -3.453 -5.076
C -2.259 -3.353 -3.708
C -1.275 -2.751 -2.957
H 1.066 -1.985 -5.302
H -0.686 -3.061 -6.710
H -2.754 -3.916 -5.713
H -3.169 -3.725 -3.258
C 5.576 0.609 1.068
N 5.281 -0.800 0.804
C 5.597 -1.097 -0.596
N 4.910 -0.222 -1.549
C 5.225 1.168 -1.224
N 4.895 1.535 0.150
C 3.457 1.563 0.383
P 2.755 -0.128 0.105
C 3.895 -1.139 1.124
C 3.475 -0.465 -1.567
H 6.649 0.760 0.954
H 5.299 0.852 2.095
H 5.347 -2.136 -0.812
H 6.671 -0.963 -0.735
H 4.692 1.829 -1.911
H 6.296 1.319 -1.366
H 2.978 2.273 -0.295
H 3.254 1.891 1.405
H 3.701 -2.195 0.923
H 3.680 -0.963 2.179
H 2.989 0.161 -2.319
H 3.258 -1.499 -1.839
F 1.246 7.069 2.512
C 0.684 6.982 1.301
F -0.352 7.830 1.266
F 1.585 7.415 0.402
C 0.251 5.572 0.978
C 0.695 4.509 1.745
C 0.322 3.217 1.402
C -0.492 2.994 0.296
C -0.948 4.074 -0.464
C -0.573 5.362 -0.122
P -0.965 1.299 -0.097
C -1.212 1.209 -1.886
C -0.091 1.394 -2.701
C -0.189 1.217 -4.069
C -1.408 0.844 -4.625
C -2.524 0.666 -3.827
C -2.427 0.852 -2.454
C -1.520 0.672 -6.119
F -2.464 -0.218 -6.450
F -0.361 0.259 -6.657
F -1.842 1.836 -6.710
C -2.549 0.957 0.702
C -3.198 1.924 1.469
C -4.326 1.587 2.194
C -4.810 0.287 2.151
C -4.186 -0.675 1.373
C -3.044 -0.345 0.658
C -6.001 -0.067 3.005
F -7.011 0.795 2.799
F -6.452 -1.301 2.748
F -5.688 -0.011 4.310
H 1.324 4.684 2.607
H 0.654 2.386 2.015
H -1.589 3.915 -1.322
H -0.923 6.205 -0.704
H 0.865 1.668 -2.264
H 0.679 1.349 -4.702
H -3.466 0.367 -4.267
H -3.299 0.695 -1.833
H -2.812 2.933 1.526
H -4.825 2.330 2.803
H -4.564 -1.688 1.347
H -2.547 -1.119 0.077
*
```

Atom charges from the Mulliken analysis, given in e for atoms 1 to 2: number 1, Ga, carries 0.2833; number 2, C, carries -1.2142

=====

Repeat the second record exactly.
The following is a DFT calculation (ωB97M-V/def2-TZVPD) of a structure of composition C4H8.

Properties
- energy relative to the best compared isomer or geometry (same formula, charge and spin) (eV) = 4.7599

```
! RIJCOSX wB97M-V def2-TZVPD def2/J DEFGRID3
* xyz 0 1
C -0.596 -1.362 0.239
C -0.334 0.642 0.568
C 0.584 1.365 -0.252
C 0.346 -0.648 -0.559
H -1.618 -1.484 -0.091
H -0.291 -1.845 1.157
H -1.393 0.843 0.430
H -0.063 0.485 1.609
H 0.248 1.856 -1.154
H 1.613 1.495 0.051
H 0.104 -0.499 -1.609
H 1.401 -0.850 -0.390
*
```

Atom charges from the natural (NBO) analysis, given in e for atoms 1 to 2: number 1, C, carries -0.6287; number 2, C, carries -0.2221